1.
Molecular formula: C17H11GaN5OS4SbSe
Method: DFT, ωB97M-V with the def2-TZVPD basis set

Calculated values
- frontier orbital gap (spin up / spin down) (eV) = 4.824 / 6.454
- <S²> = 0.77
- total charge = -1
- LUMO level (spin up / spin down) (eV) = 1.64 / 1.75
- spin multiplicity = 2
- ΔE to the lowest compared entry with this formula, charge and spin (kcal/mol) = 4.54

CARTESIAN COORDINATES (ANGSTROEM)
Ga  0.069  -0.004  -0.131
S  -3.470  -0.020  -2.969
Sb  -2.946  0.008  -0.754
S  -1.324  -1.777  -0.315
S  -1.302  1.789  -0.331
S  -4.540  0.038  0.840
Se  5.231  0.049  5.546
N  3.442  0.017  5.549
C  3.077  0.016  4.301
C  1.689  -0.007  3.859
C  0.601  -0.023  4.712
C  -0.690  -0.044  4.197
C  -0.861  -0.050  2.812
N  0.161  -0.033  1.979
C  1.437  -0.009  2.460
C  2.453  0.018  1.503
N  2.077  0.026  0.157
C  3.041  0.068  -0.771
C  4.387  0.094  -0.466
C  4.781  0.081  0.888
C  3.832  0.045  1.873
C  4.155  0.040  3.304
N  5.367  0.059  3.761
H  0.779  -0.017  5.782
H  -1.556  -0.055  4.842
H  -1.850  -0.069  2.364
H  2.700  0.083  -1.794
H  5.112  0.129  -1.265
H  5.828  0.101  1.171
O  0.639  -0.038  -2.176
N  0.149  -0.045  -3.378
C  0.306  -1.142  -4.152
C  -0.146  -1.147  -5.449
C  -0.787  -0.021  -5.955
C  -0.982  1.061  -5.124
C  -0.524  1.025  -3.818
H  0.792  -1.971  -3.662
H  0.001  -2.034  -6.051
H  -1.146  -0.006  -6.977
H  -1.526  1.939  -5.447
H  -0.637  1.825  -3.102

Löwdin charges, unit e, in atom order:
1 Ga -0.229
2 S -0.194
3 Sb -0.065
4 S 0.105
5 S 0.114
6 S -0.251
7 Se 1.023
8 N -0.241
9 C -0.340
10 C -0.102
11 C -0.014
12 C -0.044
13 C -0.110
14 N 0.007
15 C -0.158
16 C -0.136
17 N 0.048
18 C -0.114
19 C -0.070
20 C -0.028
21 C -0.107
22 C -0.335
23 N -0.240
24 H 0.112
25 H 0.099
26 H 0.071
27 H 0.100
28 H 0.089
29 H 0.109
30 O -0.253
31 N -0.163
32 C 0.006
33 C -0.045
34 C -0.072
35 C -0.075
36 C -0.069
37 H 0.142
38 H 0.109
39 H 0.107
40 H 0.116
41 H 0.097

---

2.
Molecular formula: C9H11NO2
Method: DFT, ωB97M-V with the def2-TZVPD basis set

Calculated values
- frontier orbital gap (eV) = 8.581
- LUMO level (eV) = 0.56
- ΔE to the lowest compared entry with this formula, charge and spin (kcal/mol) = 71.08
- structure (SMILES) = Oc1cc2c(cc1O)CNCC2

CARTESIAN COORDINATES (ANGSTROEM)
C  2.327  -0.729  -0.150
C  1.114  -1.423  -0.051
C  -0.162  -0.656  -0.115
C  -1.421  -1.309  -0.092
C  -2.557  -0.515  0.477
C  -1.448  1.368  -0.200
C  -0.102  0.735  -0.077
C  1.126  1.383  0.040
C  2.384  0.662  -0.039
H  4.229  -0.906  0.015
H  1.114  -2.433  0.159
H  -1.384  -2.265  0.486
H  -1.731  -1.604  -1.085
H  -2.328  -0.353  1.564
H  -3.406  -1.143  0.491
H  -2.958  0.215  -1.340
H  -1.501  2.206  -0.918
H  -1.876  1.790  0.726
H  0.953  2.456  0.113
H  3.513  2.153  0.553
N  -2.787  0.530  -0.393
O  3.389  -1.539  -0.202
O  3.512  1.379  0.038

Löwdin charges, unit e, in atom order:
1 C -0.308
2 C 0.095
3 C -0.172
4 C -0.196
5 C -0.313
6 C -0.113
7 C -0.200
8 C 0.050
9 C -0.248
10 H 0.190
11 H 0.092
12 H 0.137
13 H 0.124
14 H 0.150
15 H 0.101
16 H 0.105
17 H 0.118
18 H 0.116
19 H 0.120
20 H 0.092
21 N -0.046
22 O 0.035
23 O 0.071

---

3.
Molecular formula: C34H44AsCl2N6OSTi
Method: DFT, ωB97M-V with the def2-TZVPD basis set

Calculated values
- frontier orbital gap (eV) = 7.572
- total charge = +1
- LUMO level (eV) = -2.16
- ΔE to the lowest compared entry with this formula, charge and spin (kcal/mol) = 5.01

CARTESIAN COORDINATES (ANGSTROEM)
Ti  0.117  -0.228  -0.240
S  0.078  0.476  2.116
C  -0.566  2.112  2.312
C  -1.157  2.455  3.536
C  -1.570  3.752  3.790
C  -1.397  4.744  2.829
C  -0.828  4.413  1.614
C  -0.434  3.100  1.332
As  0.433  2.656  -0.369
C  -0.656  3.747  -1.589
C  -0.107  4.143  -2.809
C  -0.855  4.860  -3.730
C  -2.175  5.186  -3.451
C  -2.737  4.796  -2.244
C  -1.983  4.079  -1.321
C  1.962  3.830  -0.060
C  2.064  5.136  -0.520
C  3.143  5.925  -0.136
C  4.119  5.417  0.711
C  4.011  4.116  1.186
C  2.938  3.326  0.800
H  -1.261  1.686  4.292
H  -2.011  3.996  4.751
H  -1.697  5.766  3.029
H  -0.677  5.184  0.868
H  0.921  3.900  -3.038
H  -0.404  5.164  -4.667
H  -2.763  5.744  -4.171
H  -3.762  5.059  -2.011
H  -2.435  3.814  -0.377
H  1.305  5.557  -1.163
H  3.212  6.944  -0.498
H  4.957  6.036  1.009
H  4.758  3.722  1.865
H  2.833  2.322  1.194
N  -1.923  0.878  -0.551
C  -3.088  -0.020  -0.452
C  -2.848  -0.902  0.748
N  -1.551  -1.558  0.530
H  -1.988  1.573  0.186
H  -1.924  1.374  -1.429
H  -3.137  -0.624  -1.357
H  -4.021  0.528  -0.353
H  -3.658  -1.617  0.878
H  -2.777  -0.289  1.643
H  -1.650  -2.255  -0.191
H  -1.232  -2.006  1.376
C  2.949  -1.491  2.302
N  2.358  -2.813  2.120
C  2.311  -3.620  3.339
C  1.617  -3.123  1.026
N  1.139  -2.211  0.208
N  1.445  -4.466  0.815
C  2.574  -5.381  0.948
C  0.409  -4.927  -0.089
H  2.322  -0.845  2.910
H  3.103  -1.015  1.343
H  3.912  -1.613  2.804
H  1.923  -3.011  4.158
H  3.311  -3.960  3.620
H  1.664  -4.480  3.208
H  0.833  -2.639  -0.651
H  3.421  -4.880  1.407
H  2.880  -5.739  -0.038
H  2.305  -6.248  1.554
H  -0.491  -4.334  0.034
H  0.170  -5.960  0.158
H  0.715  -4.892  -1.142
Cl  -1.879  -3.142  -2.623
C  -1.139  -2.019  -3.732
C  -1.335  -2.249  -5.080
C  -0.795  -1.388  -6.010
C  -0.061  -0.299  -5.588
C  0.142  -0.079  -4.240
Cl  1.080  1.307  -3.787
C  -0.383  -0.934  -3.216
N  -0.158  -0.739  -1.856
H  -1.916  -3.106  -5.401
H  -0.951  -1.564  -7.068
H  0.362  0.390  -6.311
C  4.477  0.630  -0.949
C  3.171  -0.065  -1.155
C  3.131  -1.142  -2.191
O  2.202  0.261  -0.483
H  4.776  1.111  -1.886
H  5.248  -0.102  -0.700
H  4.407  1.382  -0.168
H  3.952  -1.846  -2.031
H  3.283  -0.682  -3.170
H  2.178  -1.655  -2.184

Löwdin charges, unit e, in atom order:
1 Ti 0.612
2 S 0.624
3 C -0.669
4 C -0.119
5 C -0.074
6 C -0.076
7 C -0.111
8 C -0.407
9 As 1.342
10 C -0.382
11 C -0.178
12 C -0.071
13 C -0.073
14 C -0.068
15 C -0.125
16 C -0.345
17 C -0.096
18 C -0.069
19 C -0.075
20 C -0.076
21 C -0.130
22 H 0.098
23 H 0.109
24 H 0.108
25 H 0.105
26 H 0.067
27 H 0.111
28 H 0.109
29 H 0.109
30 H 0.094
31 H 0.094
32 H 0.109
33 H 0.108
34 H 0.109
35 H 0.090
36 N -0.050
37 C -0.200
38 C -0.218
39 N -0.079
40 H 0.050
41 H 0.076
42 H 0.105
43 H 0.125
44 H 0.125
45 H 0.106
46 H 0.014
47 H 0.076
48 C -0.047
49 N -0.140
50 C -0.038
51 C -0.404
52 N 0.082
53 N -0.161
54 C -0.043
55 C -0.055
56 H 0.039
57 H 0.062
58 H 0.098
59 H 0.098
60 H 0.095
61 H 0.087
62 H 0.030
63 H 0.086
64 H 0.096
65 H 0.097
66 H 0.066
67 H 0.099
68 H 0.094
69 Cl 0.720
70 C -0.580
71 C -0.119
72 C -0.082
73 C -0.115
74 C -0.569
75 Cl 0.763
76 C -0.367
77 N -0.131
78 H 0.109
79 H 0.115
80 H 0.110
81 C 0.020
82 C -0.455
83 C -0.003
84 O -0.168
85 H 0.110
86 H 0.103
87 H 0.068
88 H 0.103
89 H 0.092
90 H 0.056

---

4.
Molecular formula: C14H19CdClN2
Method: DFT, ωB97M-V with the def2-TZVPD basis set

Calculated values
- frontier orbital gap (spin up / spin down) (eV) = 7.174 / 6.999
- LUMO level (spin up / spin down) (eV) = -0.50 / -0.78
- ΔE to the lowest compared entry with this formula, charge and spin (kcal/mol) = 31.44

CARTESIAN COORDINATES (ANGSTROEM)
C  2.361  -0.263  -2.794
C  -1.298  -2.067  -1.730
H  2.187  0.805  -2.906
H  2.102  -0.669  -3.780
H  3.401  -0.492  -2.577
H  -2.083  -1.461  -1.242
H  -1.493  -2.032  -2.834
H  -1.341  -3.113  -1.389
C  0.934  2.490  -1.090
C  0.785  3.831  -0.717
C  -0.068  4.143  0.340
C  -0.728  3.095  0.989
H  1.647  2.214  -1.866
H  1.350  4.580  -1.272
H  -0.227  5.172  0.667
H  -1.388  3.257  1.831
N  0.244  1.497  -0.527
C  -0.542  1.768  0.535
C  -1.201  0.620  1.229
N  -0.862  -0.619  0.834
C  -1.433  -1.685  1.390
C  -2.727  -0.314  2.874
C  -2.378  -1.593  2.425
H  -1.136  -2.648  0.966
H  -2.797  -2.508  2.835
C  -2.149  0.800  2.263
H  -2.421  1.817  2.535
H  -3.450  -0.179  3.675
Cd  0.758  -1.229  -1.697
C  1.001  -3.032  -0.333
H  0.214  -3.765  -0.572
H  1.058  -2.860  0.746
H  1.998  -3.374  -0.684
Cl  3.425  0.363  -0.110
C  2.173  -0.715  0.294
H  2.601  -1.627  0.724
H  1.484  -0.208  0.965

Löwdin charges, unit e, in atom order:
1 C -0.352
2 C -0.256
3 H -0.082
4 H -0.071
5 H -0.067
6 H -0.028
7 H -0.039
8 H -0.050
9 C -0.150
10 C -0.052
11 C -0.058
12 C -0.011
13 H 0.070
14 H 0.106
15 H 0.109
16 H 0.092
17 N 0.082
18 C -0.205
19 C -0.205
20 N 0.058
21 C -0.147
22 C -0.060
23 C -0.043
24 H 0.084
25 H 0.103
26 C -0.011
27 H 0.094
28 H 0.107
29 Cd 1.274
30 C -0.188
31 H -0.025
32 H -0.017
33 H 0.008
34 Cl 0.589
35 C -0.638
36 H -0.005
37 H -0.016

---

5.
Molecular formula: C21H30N2OP2Pm
Method: DFT, ωB97M-V with the def2-TZVPD basis set

Calculated values
- frontier orbital gap (spin up / spin down) (eV) = 5.960 / 5.917
- <S²> = 6.01
- total charge = +1
- LUMO level (spin up / spin down) (eV) = -3.96 / -3.95
- spin multiplicity = 5

CARTESIAN COORDINATES (ANGSTROEM)
C  -1.504  3.262  -3.746
C  -1.242  1.940  -3.395
C  0.089  1.432  -3.479
C  1.084  2.201  -4.163
C  0.787  3.568  -4.455
C  -0.475  4.090  -4.206
C  2.347  1.614  -4.362
C  2.586  0.265  -4.045
C  1.529  -0.462  -3.399
C  1.641  -1.882  -3.267
C  2.883  -2.478  -3.441
C  3.987  -1.713  -3.826
C  3.846  -0.385  -4.187
H  -2.519  3.660  -3.621
H  1.578  4.211  -4.835
H  -0.697  5.147  -4.340
H  3.142  2.225  -4.809
H  2.999  -3.549  -3.237
H  4.959  -2.198  -3.835
H  4.701  0.192  -4.530
N  0.478  0.258  -2.848
Pm  0.827  0.341  -0.602
C  -2.303  1.068  -2.785
H  -2.335  0.045  -3.199
H  -3.289  1.548  -2.882
C  0.452  -2.693  -2.802
H  -0.474  -2.464  -3.360
H  0.658  -3.772  -2.897
P  -1.948  0.884  -0.967
P  0.109  -2.330  -1.020
C  1.421  -3.391  -0.262
H  1.298  -3.370  0.832
H  1.369  -4.436  -0.620
H  2.418  -2.988  -0.503
C  -1.370  -3.360  -0.769
H  -1.151  -4.388  -1.087
H  -1.616  -3.340  0.299
H  -2.222  -2.977  -1.346
C  -2.537  2.565  -0.538
H  -3.518  2.790  -0.979
H  -2.598  2.571  0.552
H  -1.799  3.294  -0.879
C  -3.518  0.021  -0.635
H  -3.606  -0.030  0.452
H  -4.330  0.628  -1.058
H  -3.534  -0.982  -1.072
H  2.091  1.766  -1.075
H  -0.587  0.901  0.628
C  2.681  -1.359  3.256
C  1.519  -0.722  2.599
N  0.449  -0.401  3.324
O  1.564  -0.448  1.359
H  2.571  -1.379  4.343
H  3.551  -0.758  2.964
H  2.777  -2.392  2.894
H  -0.298  0.139  2.913
H  0.459  -0.586  4.316

Löwdin charges, unit e, in atom order:
1 C -0.019
2 C -0.225
3 C -0.186
4 C -0.141
5 C 0.001
6 C -0.053
7 C 0.091
8 C -0.141
9 C -0.209
10 C -0.229
11 C -0.024
12 C -0.059
13 C 0.004
14 H 0.130
15 H 0.121
16 H 0.115
17 H 0.144
18 H 0.129
19 H 0.114
20 H 0.124
21 N -0.114
22 Pm 0.969
23 C -0.317
24 H 0.094
25 H 0.085
26 C -0.292
27 H 0.102
28 H 0.097
29 P 0.723
30 P 0.807
31 C -0.260
32 H 0.035
33 H 0.059
34 H 0.047
35 C -0.260
36 H 0.056
37 H 0.051
38 H 0.038
39 C -0.264
40 H 0.058
41 H 0.038
42 H 0.046
43 C -0.259
44 H 0.045
45 H 0.053
46 H 0.032
47 H -0.182
48 H -0.157
49 C 0.021
50 C -0.517
51 N 0.219
52 O -0.267
53 H 0.092
54 H 0.112
55 H 0.101
56 H 0.096
57 H 0.127

---

6.
Molecular formula: C12H22FNO9
Method: DFT, ωB97M-V with the def2-TZVPD basis set

Calculated values
- frontier orbital gap (eV) = 8.647
- LUMO level (eV) = -1.26
- ΔE to the lowest compared entry with this formula, charge and spin (kcal/mol) = 31.29

CARTESIAN COORDINATES (ANGSTROEM)
N  -17.772  -38.110  12.831
H  -17.648  -38.713  13.677
H  -18.539  -38.034  12.396
H  -17.030  -38.556  12.186
H  -17.501  -37.165  13.134
F  -16.859  -40.835  13.338
C  -18.958  -42.889  16.225
C  -18.008  -43.187  15.209
C  -16.560  -43.051  15.715
O  -16.125  -44.390  15.662
C  -16.999  -45.217  15.128
O  -16.771  -46.472  15.088
O  -17.999  -44.534  14.709
H  -19.344  -41.764  16.336
H  -18.624  -43.249  17.246
H  -19.804  -43.440  16.236
H  -18.234  -42.539  14.318
H  -16.341  -42.627  16.782
H  -15.806  -42.507  15.016
C  -13.759  -39.726  13.230
C  -13.354  -39.702  11.786
C  -14.429  -39.854  10.601
O  -13.844  -39.063  9.701
C  -12.963  -38.288  10.134
O  -12.360  -37.262  9.426
O  -12.758  -38.533  11.411
H  -12.827  -39.728  13.852
H  -14.233  -40.685  13.403
H  -14.709  -39.129  13.508
H  -12.496  -40.436  11.536
H  -15.339  -39.578  10.948
H  -14.609  -41.002  10.262
C  -16.520  -46.431  11.783
C  -16.852  -45.199  10.931
C  -16.626  -43.946  11.744
O  -15.442  -43.308  11.139
C  -15.084  -43.864  10.040
O  -14.398  -43.406  9.194
O  -15.933  -44.986  9.848
H  -17.224  -46.371  12.505
H  -15.612  -46.440  12.388
H  -16.429  -47.360  11.150
H  -17.837  -45.190  10.614
H  -16.170  -44.036  12.845
H  -17.475  -43.350  11.980

Löwdin charges, unit e, in atom order:
1 N 0.324
2 H 0.138
3 H 0.034
4 H 0.165
5 H 0.162
6 F -0.620
7 C -0.058
8 C -0.343
9 C -0.097
10 O 0.047
11 C -0.589
12 O 0.064
13 O 0.104
14 H 0.150
15 H 0.115
16 H 0.039
17 H 0.140
18 H 0.162
19 H 0.138
20 C -0.032
21 C -0.331
22 C -0.085
23 O 0.123
24 C -0.476
25 O -0.036
26 O 0.086
27 H 0.104
28 H 0.055
29 H 0.091
30 H 0.186
31 H 0.063
32 H 0.182
33 C -0.011
34 C -0.293
35 C -0.043
36 O 0.072
37 C -0.578
38 O 0.163
39 O 0.052
40 H 0.026
41 H 0.094
42 H 0.112
43 H 0.128
44 H 0.165
45 H 0.108